Formula: C2H3FO2S
Source: the OMol25 dataset
Level of theory: wB97M-V/def2-TZVPD

Output
Orbital gap   9.21 eV
Max |F|   3.45 eV/Å
HOMO   -10.059 eV
Multiplicity   1

Atoms and positions in Å:
1 C -0.841 0.091 -0.826
2 C -1.641 0.175 0.225
3 O 1.949 -0.512 1.574
4 O 2.946 -0.118 -0.569
5 F -1.794 -0.901 0.984
6 S 2.610 0.371 0.702
7 H -0.528 0.851 -1.511
8 H -0.414 -1.002 -0.990
9 H -2.286 1.046 0.410

Results of the natural (NBO) charge analysis, in e, for atoms 1 through 8:
1. C -0.517
2. C 0.229
3. O -0.834
4. O -0.843
5. F -0.324
6. S 1.678
7. H 0.221
8. H 0.218

=====

Formula: C2H3FO3S
Source: the OMol25 dataset
Level of theory: wB97M-V/def2-TZVPD

Output
SMILES   C=S(=O)=O.O=CF
Orbital gap (spin up / spin down)   9.29 / 9.29 eV
Max |F|   5.89 eV/Å
HOMO (spin up / spin down)   -10.365 / -10.365 eV
Multiplicity   1

Atoms and positions in Å:
1 C 0.096 -0.673 -1.103
2 S 1.130 0.610 -0.735
3 O 2.250 0.285 0.109
4 O 0.714 1.962 -0.663
5 H 0.618 -1.518 -1.038
6 H -0.521 -0.544 -2.074
7 O 0.012 0.456 1.765
8 C -1.004 -0.068 1.431
9 F -1.964 0.532 0.707
10 H -1.331 -1.043 1.602

Results of the natural (NBO) charge analysis, in e, for atoms 1 through 8:
1. C -0.858
2. S 2.066
3. O -0.842
4. O -0.829
5. H 0.216
6. H 0.257
7. O -0.531
8. C 0.743

=====

Formula: C2H3FOP
Source: the OMol25 dataset
Level of theory: wB97M-V/def2-TZVPD

Output
⟨S²⟩   0.774
Orbital gap (spin up / spin down)   5.12 / 5.03 eV
Max |F|   4.00 eV/Å
HOMO (spin up / spin down)   2.317 / 2.370 eV
Multiplicity   2
Total charge   -2

Atoms and positions in Å:
1 P 0.294 -1.994 0.002
2 F -0.942 -3.609 0.315
3 H -0.102 -0.253 0.998
4 C 0.209 1.518 -0.025
5 C 0.327 0.749 -1.154
6 O -0.184 0.967 1.160
7 H 1.084 2.155 0.219
8 H -0.686 0.467 -1.514

natural (NBO) analysis output, partial charges in e:
1. P -0.073
2. F -0.745
3. H 0.368
4. C -0.012
5. C -0.845
6. O -0.889
7. H 0.070
8. H 0.127

=====

Formula: C2H3HoO3
Source: the OMol25 dataset
Level of theory: wB97M-V/def2-TZVPD

Output
⟨S²⟩   6.007
Orbital gap (spin up / spin down)   5.57 / 5.64 eV
Max |F|   8.82 eV/Å
HOMO (spin up / spin down)   -7.553 / -7.568 eV
Multiplicity   5

Atoms and positions in Å:
1 O -1.092 0.773 1.457
2 C -1.201 0.564 0.153
3 C -1.777 -0.465 -0.775
4 O 0.791 0.978 -0.175
5 Ho 1.074 -0.989 0.349
6 H -2.802 -0.705 -0.439
7 H -1.633 -0.272 -1.848
8 O -1.032 -1.451 -0.110
9 H -1.677 1.481 -0.280

Results of the Löwdin charge analysis, in e, for atoms 1 through 8:
1. O -0.163
2. C -0.451
3. C -0.285
4. O -0.626
5. Ho 1.644
6. H 0.131
7. H 0.119
8. O -0.473

=====

What did the first record say?
Formula: C2H3FO2S
Source: the OMol25 dataset
Level of theory: wB97M-V/def2-TZVPD

Output
Orbital gap   9.21 eV
Max |F|   3.45 eV/Å
HOMO   -10.059 eV
Multiplicity   1

Atoms and positions in Å:
1 C -0.841 0.091 -0.826
2 C -1.641 0.175 0.225
3 O 1.949 -0.512 1.574
4 O 2.946 -0.118 -0.569
5 F -1.794 -0.901 0.984
6 S 2.610 0.371 0.702
7 H -0.528 0.851 -1.511
8 H -0.414 -1.002 -0.990
9 H -2.286 1.046 0.410

Results of the natural (NBO) charge analysis, in e, for atoms 1 through 8:
1. C -0.517
2. C 0.229
3. O -0.834
4. O -0.843
5. F -0.324
6. S 1.678
7. H 0.221
8. H 0.218

=====

> Which formula does entry 4 have?

C2H3HoO3